No. 1
{
  "formula": "C31H46BrN3OP2Sr",
  "method": "the ωB97M-V functional and the def2-TZVPD basis",
  "symbols": ["N", "C", "C", "C", "C", "C", "C", "Sr", "P", "C", "C", "C", "C", "C", "C", "C", "Br", "H", "H", "H", "H", "H", "H", "H", "H", "H", "H", "P", "C", "C", "H", "H", "H", "H", "H", "C", "C", "H", "H", "H", "H", "H", "C", "C", "H", "H", "H", "H", "H", "C", "C", "H", "H", "H", "H", "H", "C", "C", "H", "H", "H", "H", "H", "C", "C", "H", "H", "H", "H", "H", "N", "C", "O", "C", "C", "C", "C", "N", "C", "H", "H", "H", "H", "H", "H"],
  "xyz": [[-4.30, -1.52, 3.18], [-3.79, -0.46, 3.81], [-3.98, 0.84, 3.36], [-4.67, 1.04, 2.14], [-5.36, -0.07, 1.59], [-5.12, -1.33, 2.15], [-4.51, 2.27, 1.39], [0.26, 1.43, -0.82], [3.75, -0.21, -2.12], [-4.59, 2.33, 0.02], [-3.48, 2.86, -0.78], [-3.23, 2.34, -2.06], [-2.00, 2.57, -2.71], [-1.05, 3.31, -2.02], [-1.29, 3.96, -0.83], [-2.52, 3.71, -0.19], [1.12, 3.23, -2.77], [-4.19, 3.15, 1.95], [-5.35, 1.77, -0.52], [-3.48, 1.65, 3.87], [-5.98, 0.03, 0.71], [-3.19, -0.64, 4.70], [-5.61, -2.21, 1.71], [-3.98, 1.69, -2.51], [-2.72, 4.12, 0.80], [-1.83, 2.21, -3.73], [-0.58, 4.66, -0.39], [-0.37, -1.79, -0.38], [4.17, 1.42, -1.33], [4.93, 2.46, -2.15], [4.75, 1.18, -0.42], [3.23, 1.88, -0.98], [4.79, 3.45, -1.68], [6.02, 2.28, -2.16], [4.57, 2.53, -3.18], [3.27, 0.33, -3.84], [4.36, 0.49, -4.89], [2.69, 1.26, -3.73], [2.56, -0.45, -4.17], [3.88, 0.75, -5.85], [5.07, 1.29, -4.65], [4.93, -0.43, -5.05], [5.32, -1.14, -2.27], [6.64, -0.42, -2.06], [5.30, -1.65, -3.24], [5.21, -1.92, -1.50], [7.45, -1.16, -2.04], [6.86, 0.29, -2.88], [6.68, 0.13, -1.11], [0.64, -3.21, 0.23], [2.14, -3.12, 0.00], [0.24, -4.11, -0.26], [0.44, -3.29, 1.31], [2.60, -4.09, 0.24], [2.40, -2.88, -1.04], [2.61, -2.36, 0.65], [-0.29, -2.17, -2.19], [-1.30, -1.43, -3.06], [-0.45, -3.26, -2.26], [0.75, -1.97, -2.51], [-1.30, -1.88, -4.06], [-2.31, -1.50, -2.66], [-1.06, -0.36, -3.18], [-2.06, -2.47, -0.06], [-2.25, -3.16, 1.28], [-2.29, -3.17, -0.88], [-2.75, -1.62, -0.15], [-3.25, -3.59, 1.33], [-1.53, -3.97, 1.44], [-2.17, -2.45, 2.12], [0.44, 1.51, 6.25], [-0.16, 1.48, 5.02], [-1.32, 1.88, 4.86], [0.66, 0.88, 3.93], [1.81, 0.12, 4.14], [2.56, -0.30, 3.04], [2.17, 0.08, 1.75], [1.04, 0.78, 1.55], [0.27, 1.14, 2.60], [-0.05, 2.00, 6.98], [1.43, 1.37, 6.37], [2.12, -0.16, 5.15], [3.46, -0.90, 3.15], [2.77, -0.18, 0.87], [-0.67, 1.67, 2.37]],
  "charge": 2,
  "spin_multiplicity": 1,
  "largest_force_ev_per_a": 2.78,
  "relative_energy_kcal_mol": 0.0,
  "lumo_energy_ha": -0.256,
  "e_homo_ev": -13.238
}

No. 2
{
  "formula": "C31H46Cl32F3N2OS2",
  "method": "the ωB97M-V functional and the def2-TZVPD basis",
  "symbols": ["C", "C", "C", "C", "C", "C", "C", "C", "N", "C", "C", "C", "C", "C", "C", "C", "C", "C", "S", "S", "C", "C", "C", "N", "C", "C", "O", "C", "F", "F", "F", "H", "H", "H", "H", "H", "H", "H", "H", "H", "H", "H", "H", "H", "H", "H", "H", "H", "H", "H", "H", "H", "H", "H", "H", "H", "H", "H", "H", "H", "H", "H", "H", "H", "H", "H", "H", "H", "H", "H", "H", "H", "H", "H", "H", "H", "H", "C", "Cl", "Cl", "Cl", "Cl", "C", "Cl", "Cl", "Cl", "Cl", "C", "Cl", "Cl", "Cl", "Cl", "C", "Cl", "Cl", "Cl", "Cl", "C", "Cl", "Cl", "Cl", "Cl", "C", "Cl", "Cl", "Cl", "Cl", "C", "Cl", "Cl", "Cl", "Cl", "C", "Cl", "Cl", "Cl", "Cl"],
  "xyz": [[-4.92, -3.36, -3.57], [-3.49, -4.11, -3.71], [-2.27, -3.10, -3.41], [-1.44, -3.49, -2.09], [-0.78, -2.10, -1.56], [0.51, -2.46, -0.69], [0.01, -3.12, 0.71], [0.59, -2.14, 1.87], [-0.26, -0.92, 1.91], [-1.27, -0.93, 3.02], [-2.12, -2.28, 3.15], [-3.36, -1.94, 4.15], [-4.73, -2.09, 3.33], [-4.90, -0.99, 2.17], [-5.03, -1.72, 0.73], [-4.60, -0.77, -0.50], [-5.85, -0.07, -1.25], [0.52, 0.30, 2.08], [-0.17, 1.73, 1.50], [2.16, 0.44, 2.91], [3.34, 0.48, 1.45], [3.22, 1.86, 0.65], [2.54, 1.74, -0.79], [2.74, 2.94, -1.67], [2.11, 4.20, -1.16], [0.52, 4.23, -1.23], [0.09, 5.35, -0.43], [-0.07, 4.35, -2.72], [-1.32, 4.99, -2.66], [-0.36, 3.03, -3.15], [0.81, 5.01, -3.60], [-5.64, -3.74, -4.37], [-4.79, -2.24, -3.73], [-5.43, -3.56, -2.57], [-3.44, -5.04, -3.06], [-3.43, -4.47, -4.80], [-1.62, -3.05, -4.34], [-2.69, -2.05, -3.23], [-2.15, -3.93, -1.30], [-0.61, -4.26, -2.30], [-1.52, -1.52, -0.92], [-0.48, -1.52, -2.50], [1.25, -3.12, -1.24], [1.05, -1.46, -0.46], [-1.12, -3.20, 0.73], [0.46, -4.17, 0.77], [0.59, -2.72, 2.86], [1.68, -1.97, 1.60], [-2.01, -0.09, 2.81], [-0.74, -0.63, 3.99], [-2.59, -2.63, 2.18], [-1.43, -3.06, 3.63], [-3.29, -0.85, 4.47], [-3.31, -2.58, 5.09], [-5.58, -2.02, 4.09], [-4.72, -3.14, 2.85], [-5.90, -0.46, 2.37], [-4.11, -0.18, 2.16], [-4.30, -2.60, 0.75], [-6.11, -2.04, 0.59], [-4.09, -1.45, -1.27], [-3.88, 0.07, -0.20], [-6.13, 0.90, -0.72], [-5.55, 0.22, -2.32], [-6.74, -0.78, -1.37], [3.10, -0.36, 0.70], [4.41, 0.25, 1.80], [4.30, 2.24, 0.50], [2.71, 2.60, 1.34], [1.43, 1.52, -0.77], [3.03, 0.83, -1.30], [2.30, 2.71, -2.59], [3.76, 3.09, -1.77], [2.45, 4.39, -0.09], [2.52, 5.09, -1.77], [0.03, 3.30, -0.78], [-0.02, 5.04, 0.51], [-0.80, 7.31, 3.19], [0.85, 7.95, 3.22], [-1.54, 7.49, 4.80], [-1.76, 8.19, 1.99], [-0.75, 5.58, 2.76], [-8.23, 3.31, 1.17], [-9.63, 3.48, 2.26], [-8.73, 2.46, -0.30], [-7.61, 4.92, 0.75], [-6.96, 2.38, 1.98], [-1.86, 9.79, -1.60], [-2.84, 9.95, -3.07], [-1.59, 8.07, -1.26], [-0.30, 10.60, -1.83], [-2.72, 10.54, -0.23], [7.29, -1.29, 0.64], [6.43, -1.80, 2.11], [6.13, -0.56, -0.49], [8.53, -0.09, 1.08], [8.06, -2.69, -0.12], [8.23, 3.79, 0.14], [8.35, 5.55, -0.05], [6.55, 3.27, -0.13], [9.30, 2.99, -1.03], [8.71, 3.34, 1.79], [-1.17, -6.79, -5.26], [-1.99, -7.32, -3.77], [-2.36, -6.12, -6.39], [0.03, -5.54, -4.86], [-0.36, -8.18, -6.00], [4.83, -5.65, 0.72], [5.47, -5.61, 2.38], [3.22, -6.38, 0.72], [4.73, -3.99, 0.08], [5.92, -6.61, -0.31], [10.93, -2.95, 2.70], [10.28, -1.38, 3.21], [11.77, -2.77, 1.14], [12.08, -3.54, 3.92], [9.61, -4.12, 2.53]],
  "charge": 1,
  "spin_multiplicity": 1,
  "largest_force_ev_per_a": 3.50,
  "lumo_energy_ha": -0.126,
  "e_homo_ev": -11.170
}

No. 3
{
  "formula": "C31H46CrN8O3S",
  "method": "the ωB97M-V functional and the def2-TZVPD basis",
  "symbols": ["Cr", "C", "C", "C", "C", "C", "N", "C", "C", "C", "N", "C", "C", "C", "C", "C", "C", "C", "C", "N", "C", "C", "C", "N", "C", "C", "C", "C", "O", "C", "O", "H", "H", "H", "H", "H", "H", "H", "H", "H", "H", "H", "H", "H", "H", "H", "H", "H", "H", "H", "H", "H", "H", "H", "H", "H", "H", "H", "H", "C", "N", "C", "C", "O", "N", "C", "C", "H", "H", "H", "H", "H", "H", "H", "H", "H", "H", "H", "H", "C", "N", "C", "N", "S", "H", "H", "H", "H", "H", "H"],
  "xyz": [[-0.99, 0.28, 0.69], [4.41, 4.02, 3.51], [3.39, 3.36, 2.63], [3.48, 3.34, 1.27], [2.50, 2.72, 0.45], [2.74, 2.59, -0.94], [1.89, 2.10, -1.79], [2.21, 1.63, -3.13], [2.64, 0.17, -3.11], [1.53, -0.70, -2.53], [1.99, -2.08, -2.38], [1.36, -3.15, -1.97], [0.09, -3.40, -1.39], [-0.33, -4.75, -1.47], [-1.52, -5.21, -0.97], [-1.98, -6.63, -1.13], [-2.29, -4.27, -0.28], [-1.93, -2.95, -0.10], [-2.81, -2.14, 0.74], [-2.60, -0.94, 1.13], [-3.61, -0.28, 1.97], [-3.07, 0.14, 3.36], [-1.58, -0.06, 3.62], [-0.71, 0.69, 2.70], [0.25, 1.36, 3.20], [1.30, 2.07, 2.46], [2.28, 2.70, 3.20], [1.37, 2.09, 1.04], [0.47, 1.56, 0.28], [-0.71, -2.44, -0.67], [-0.33, -1.24, -0.53], [5.06, 4.67, 2.93], [5.04, 3.28, 4.01], [3.94, 4.62, 4.29], [4.32, 3.83, 0.78], [3.71, 2.89, -1.33], [1.00, 1.82, -1.36], [2.97, 2.27, -3.57], [1.30, 1.75, -3.73], [3.53, 0.07, -2.48], [2.91, -0.13, -4.12], [0.65, -0.71, -3.17], [1.24, -0.34, -1.55], [2.94, -2.24, -2.68], [1.95, -4.05, -2.13], [0.32, -5.45, -1.98], [-1.14, -7.29, -1.35], [-2.70, -6.72, -1.94], [-2.45, -6.99, -0.22], [-3.22, -4.60, 0.17], [-3.73, -2.63, 1.05], [-4.48, -0.93, 2.08], [-3.93, 0.61, 1.42], [-3.59, -0.44, 4.12], [-3.33, 1.19, 3.54], [-1.32, -1.11, 3.52], [-1.36, 0.24, 4.65], [0.36, 1.40, 4.29], [2.20, 2.67, 4.28], [-2.98, -0.43, -2.71], [-3.86, 0.49, -2.01], [-5.24, 0.03, -1.87], [-3.31, 1.42, -1.19], [-2.10, 1.36, -0.85], [-4.10, 2.45, -0.78], [-5.22, 2.95, -1.56], [-3.61, 3.35, 0.25], [-3.45, -0.71, -3.65], [-2.80, -1.34, -2.13], [-2.03, 0.05, -2.91], [-5.23, -1.05, -1.71], [-5.83, 0.24, -2.76], [-5.71, 0.50, -1.01], [-5.22, 2.52, -2.56], [-5.11, 4.03, -1.67], [-6.18, 2.76, -1.08], [-2.78, 2.89, 0.79], [-4.42, 3.59, 0.94], [-3.25, 4.29, -0.20], [6.67, 0.13, 0.96], [5.22, 0.09, 1.03], [4.46, -0.98, 0.78], [5.11, -2.10, 0.38], [2.79, -0.94, 0.93], [7.00, 1.16, 1.08], [7.02, -0.22, -0.01], [7.14, -0.47, 1.75], [4.72, 0.89, 1.40], [6.09, -2.22, 0.56], [4.55, -2.94, 0.39]],
  "charge": 2,
  "spin_multiplicity": 5,
  "s2": 6.01,
  "largest_force_ev_per_a": 0.22,
  "relative_energy_kcal_mol": 6.3,
  "lumo_energy_ha": [-0.194, -0.194],
  "e_homo_ev": [-12.172, -12.706]
}

No. 4
{
  "formula": "C31H46N2O5S2Si2Ta",
  "method": "the ωB97M-V functional and the def2-TZVPD basis",
  "symbols": ["Ta", "C", "C", "C", "C", "C", "C", "Si", "C", "C", "C", "C", "C", "C", "H", "H", "H", "H", "H", "H", "H", "H", "H", "H", "H", "C", "C", "O", "O", "H", "H", "H", "C", "C", "C", "C", "N", "C", "S", "N", "H", "H", "H", "H", "H", "C", "C", "C", "C", "O", "Si", "S", "O", "C", "C", "C", "C", "O", "C", "C", "C", "C", "H", "H", "H", "H", "H", "H", "H", "H", "H", "H", "H", "H", "H", "H", "H", "H", "H", "H", "H", "H", "H", "H", "H", "H", "H", "H", "H"],
  "xyz": [[0.92, -0.09, -0.22], [-1.45, 2.20, 5.12], [-1.68, 0.84, 5.34], [-1.31, -0.08, 4.38], [-0.69, 0.32, 3.18], [-0.45, 1.69, 3.00], [-0.83, 2.62, 3.96], [-0.28, -1.02, 1.96], [-1.77, -1.98, 1.50], [-1.87, -3.33, 1.82], [-3.02, -4.04, 1.51], [-4.08, -3.41, 0.87], [-3.99, -2.05, 0.55], [-2.84, -1.35, 0.87], [-1.74, 2.93, 5.87], [-2.16, 0.51, 6.25], [-1.51, -1.14, 4.56], [0.05, 2.04, 2.10], [-0.64, 3.68, 3.79], [0.74, -1.93, 2.54], [-1.05, -3.83, 2.34], [-3.10, -5.10, 1.77], [-4.98, -3.96, 0.63], [-4.82, -1.55, 0.06], [-2.79, -0.29, 0.62], [4.24, 1.24, 1.64], [3.07, 0.73, 0.92], [2.85, -0.51, 0.73], [2.15, 1.50, 0.42], [5.13, 0.72, 1.29], [4.11, 0.99, 2.70], [4.34, 2.32, 1.53], [0.59, 4.79, -4.25], [0.59, 3.39, -3.71], [1.20, 2.33, -4.38], [1.23, 1.10, -3.77], [0.65, 0.90, -2.58], [0.03, 1.96, -2.05], [-0.81, 1.58, -0.52], [-0.01, 3.19, -2.52], [0.49, 4.79, -5.34], [1.54, 5.27, -4.00], [-0.21, 5.37, -3.80], [1.65, 2.47, -5.36], [1.70, 0.24, -4.23], [1.12, -5.49, 0.63], [2.60, -5.14, 0.65], [2.97, -4.28, 1.83], [3.46, -6.39, 0.58], [2.93, -4.35, -0.54], [2.17, -3.75, -1.80], [0.68, -2.15, -1.10], [3.17, -3.04, -2.84], [4.46, -2.35, -2.79], [4.19, -0.91, -3.16], [5.08, -2.45, -1.41], [5.32, -3.03, -3.82], [1.21, -4.83, -2.48], [0.12, -4.91, -3.45], [0.36, -6.19, -4.22], [0.17, -3.71, -4.38], [-1.17, -4.98, -2.66], [0.86, -6.02, 1.55], [0.88, -6.13, -0.23], [0.50, -4.59, 0.57], [2.68, -4.78, 2.76], [2.46, -3.32, 1.78], [4.05, -4.10, 1.85], [3.31, -7.00, 1.48], [4.51, -6.12, 0.51], [3.19, -7.00, -0.29], [3.52, -0.44, -2.44], [3.73, -0.86, -4.15], [5.12, -0.34, -3.19], [4.44, -2.00, -0.64], [6.03, -1.91, -1.43], [5.28, -3.48, -1.12], [4.85, -2.99, -4.81], [5.48, -4.08, -3.56], [6.30, -2.54, -3.88], [1.31, -6.14, -4.77], [-0.44, -6.35, -4.94], [0.40, -7.04, -3.55], [1.17, -3.59, -4.81], [-0.10, -2.78, -3.87], [-0.54, -3.86, -5.20], [-1.16, -5.85, -2.00], [-2.02, -5.08, -3.34], [-1.33, -4.08, -2.06]],
  "charge": 1,
  "spin_multiplicity": 1,
  "largest_force_ev_per_a": 1.65,
  "relative_energy_kcal_mol": 36.3,
  "lumo_energy_ha": -0.144,
  "e_homo_ev": -11.151
}